No. 1
Formula: C9H14O
Source: the OMol25 dataset
Level of theory: wB97M-V/def2-TZVPD

Calculated values
LUMO level in eV: 0.89
Energy above the lowest of the compared OMol25 structures with the same formula, charge and spin in eV: 1.852
SMILES string: Cc1ccc(O)cc1.CC
Total energy in a.u.: -426.50473

Last column: Löwdin charge in e.
CARTESIAN COORDINATES (ANGSTROEM)
1 C -1.460 2.051 2.619  -0.07
2 C -1.218 0.783 1.838  -0.27
3 C -2.104 0.136 0.978  -0.03
4 C -1.585 -0.860 0.189  -0.02
5 C -0.249 -1.223 0.194  -0.35
6 O 0.119 -2.253 -0.653  0.02
7 C 0.640 -0.668 1.075  -0.03
8 C 0.097 0.266 1.979  -0.02
9 H -2.480 2.229 2.951  0.06
10 H -1.232 2.954 1.883  0.12
11 H -0.827 2.164 3.507  0.07
12 H -3.050 0.502 0.992  0.08
13 H -2.382 -1.535 -0.083  0.12
14 H 1.065 -2.438 -0.475  0.11
15 H 1.648 -0.846 1.150  0.09
16 H 0.706 0.615 2.760  0.09
17 C 1.335 0.363 -2.175  -0.12
18 C 1.670 -0.825 -3.117  -0.13
19 H 1.020 -0.010 -1.210  0.02
20 H 2.269 0.982 -1.945  0.09
21 H 0.682 0.978 -2.628  0.02
22 H 1.789 -1.792 -2.599  0.06
23 H 0.902 -0.854 -3.842  0.06
24 H 2.645 -0.718 -3.390  0.02

Atoms 1-2, force components in eV/Å:
C -0.0814 1.8972 -1.4567
C 1.7966 -0.1571 1.0754



No. 2
Formula: C36H84F12N7O17S4
Source: the OMol25 dataset
Level of theory: wB97M-V/def2-TZVPD

Calculated values
LUMO level in eV: -4.87
Net charge: +3
Total energy in a.u.: -5874.46845

Last column: Löwdin charge in e.
CARTESIAN COORDINATES (ANGSTROEM)
1 C 5.985 -0.708 -0.628  -0.06
2 C 5.254 0.558 -0.772  -0.17
3 N 5.988 1.705 -1.514  -0.23
4 C 5.290 3.014 -1.318  0.01
5 C 7.376 1.950 -0.985  -0.18
6 C 7.530 2.265 0.494  -0.03
7 C 6.167 1.357 -3.031  -0.06
8 C 4.878 1.394 -3.800  -0.16
9 O 4.630 2.824 -4.125  -0.20
10 C 3.596 2.912 -5.127  -0.08
11 H 6.717 -0.784 0.221  0.12
12 H 6.380 -1.083 -1.540  0.07
13 H 5.227 -1.454 -0.489  0.09
14 H 5.003 1.011 0.178  0.08
15 H 4.365 0.340 -1.375  0.10
16 H 4.255 3.040 -1.715  0.11
17 H 5.747 3.754 -1.973  0.12
18 H 5.441 3.184 -0.269  0.06
19 H 7.783 2.723 -1.620  0.13
20 H 7.895 1.046 -1.244  0.12
21 H 7.045 1.454 0.959  0.05
22 H 6.995 3.241 0.787  0.11
23 H 8.599 2.254 0.740  0.10
24 H 6.511 0.320 -2.966  0.13
25 H 6.883 2.007 -3.400  0.12
26 H 4.011 0.890 -3.277  0.13
27 H 5.096 0.732 -4.697  0.15
28 H 3.847 2.307 -5.985  0.08
29 H 3.627 3.922 -5.502  0.09
30 H 2.602 2.653 -4.735  0.09
31 C -1.187 1.286 3.826  -0.12
32 O -1.284 2.074 2.728  -0.17
33 C -1.339 3.426 3.110  -0.21
34 C -2.015 4.101 2.004  -0.08
35 N -1.175 3.964 0.757  0.05
36 H -0.226 4.162 0.993  0.10
37 H -1.036 2.997 0.447  0.11
38 C -1.737 4.792 -0.417  -0.05
39 C -0.800 5.951 -0.769  -0.24
40 O -0.451 6.679 0.339  -0.18
41 C 0.167 7.913 0.133  -0.08
42 H -0.532 1.682 4.607  0.10
43 H -0.804 0.369 3.522  0.07
44 H -2.172 1.215 4.204  0.09
45 H -0.384 3.936 3.239  0.13
46 H -1.876 3.504 4.054  0.14
47 H -1.953 5.245 2.133  0.17
48 H -2.906 3.655 1.604  0.14
49 H -2.673 5.187 -0.140  0.11
50 H -1.821 4.105 -1.327  0.16
51 H -1.346 6.529 -1.552  0.15
52 H 0.021 5.528 -1.300  0.12
53 H 0.359 8.361 1.114  0.10
54 H -0.439 8.657 -0.375  0.09
55 H 1.041 7.713 -0.480  0.09
56 C 1.989 1.992 11.624  -0.05
57 O 2.569 1.262 10.527  -0.22
58 C 3.970 1.282 10.586  -0.18
59 C 4.315 0.650 9.186  -0.04
60 N 3.328 1.147 8.139  0.03
61 H 2.656 0.360 7.973  0.20
62 H 2.781 1.978 8.574  0.19
63 C 3.885 1.650 6.904  -0.12
64 C 4.552 2.980 7.115  -0.18
65 O 3.655 3.661 7.977  -0.23
66 C 4.040 4.985 8.304  -0.06
67 H 2.151 3.080 11.465  0.10
68 H 2.312 1.658 12.598  0.10
69 H 0.930 1.874 11.432  0.09
70 H 4.367 0.631 11.340  0.13
71 H 4.364 2.264 10.680  0.12
72 H 4.096 -0.388 9.247  0.12
73 H 5.361 0.795 8.845  0.15
74 H 3.090 1.776 6.173  0.13
75 H 4.645 0.978 6.508  0.15
76 H 4.600 3.582 6.242  0.12
77 H 5.553 2.995 7.583  0.14
78 H 4.953 5.179 8.833  0.10
79 H 3.194 5.375 8.877  0.10
80 H 3.989 5.479 7.353  0.09
81 C -4.792 -7.951 -1.398  -0.05
82 O -5.531 -7.581 -0.223  -0.20
83 C -5.880 -6.222 -0.075  -0.19
84 C -7.216 -5.906 -0.826  -0.11
85 N -8.250 -6.871 -0.310  0.04
86 H -7.725 -7.808 -0.243  0.20
87 H -8.460 -6.675 0.686  0.19
88 C -9.576 -6.892 -1.039  -0.05
89 C -9.313 -6.974 -2.537  -0.23
90 O -8.474 -8.088 -2.776  -0.18
91 C -8.164 -8.159 -4.171  -0.07
92 H -4.570 -9.015 -1.437  0.10
93 H -3.847 -7.404 -1.462  0.09
94 H -5.362 -7.631 -2.282  0.08
95 H -5.047 -5.546 -0.399  0.11
96 H -5.968 -6.019 0.992  0.13
97 H -7.119 -6.087 -1.876  0.08
98 H -7.549 -4.855 -0.671  0.15
99 H -10.052 -5.922 -0.877  0.14
100 H -10.044 -7.749 -0.601  0.14
101 H -8.882 -6.110 -3.063  0.13
102 H -10.239 -7.080 -3.092  0.13
103 H -7.480 -7.342 -4.456  0.10
104 H -8.985 -8.204 -4.841  0.09
105 H -7.531 -9.011 -4.357  0.09
106 C -1.963 0.658 -7.362  -0.09
107 O -1.697 0.488 -5.986  -0.19
108 C -0.334 0.248 -5.566  -0.16
109 C -0.474 -0.378 -4.141  -0.10
110 N -1.323 -1.605 -4.142  0.02
111 H -2.016 -1.480 -3.328  0.12
112 H -1.960 -1.726 -4.991  0.19
113 C -0.557 -2.918 -3.969  -0.06
114 C 0.381 -2.978 -5.196  -0.15
115 O -0.411 -2.565 -6.333  -0.25
116 C -0.143 -3.244 -7.517  -0.09
117 H -1.804 1.658 -7.676  0.07
118 H -2.916 0.201 -7.589  0.09
119 H -1.199 0.191 -8.034  0.10
120 H 0.342 1.091 -5.564  0.11
121 H 0.027 -0.626 -6.222  0.12
122 H -0.909 0.366 -3.469  0.13
123 H 0.516 -0.629 -3.750  0.13
124 H -1.387 -3.605 -4.132  0.11
125 H -0.197 -3.025 -2.943  0.13
126 H 0.756 -3.966 -5.300  0.12
127 H 1.209 -2.259 -5.150  0.12
128 H 0.886 -3.271 -7.816  0.09
129 H -0.739 -2.713 -8.276  0.10
130 H -0.545 -4.290 -7.466  0.11
131 C 0.979 -0.111 0.771  -0.65
132 F 1.279 -1.161 -0.020  0.14
133 F -0.344 -0.148 1.041  0.12
134 F 1.606 -0.177 1.898  0.18
135 S 1.360 1.530 -0.101  0.66
136 O 2.486 1.322 -0.972  -0.29
137 O 0.090 1.943 -0.695  -0.32
138 N 1.547 2.549 1.140  -0.30
139 S 2.769 2.584 2.191  0.63
140 O 2.360 2.263 3.532  -0.29
141 O 3.994 1.928 1.757  -0.31
142 C 3.171 4.448 2.052  -0.64
143 F 3.697 4.983 3.202  0.10
144 F 4.094 4.636 1.139  0.15
145 F 2.085 5.153 1.837  0.14
146 C -3.867 -1.115 -0.245  -0.71
147 F -3.918 -1.160 1.108  0.12
148 F -5.086 -0.945 -0.652  0.18
149 F -3.170 -0.057 -0.498  0.15
150 S -2.960 -2.555 -1.037  0.60
151 O -1.645 -1.966 -1.251  -0.32
152 O -3.132 -3.655 -0.198  -0.23
153 N -3.484 -2.579 -2.546  -0.32
154 S -4.487 -3.751 -3.126  0.68
155 O -3.682 -4.670 -3.896  -0.29
156 O -5.526 -4.330 -2.277  -0.32
157 C -5.579 -2.816 -4.419  -0.66
158 F -6.401 -3.663 -5.045  0.14
159 F -6.377 -1.900 -3.922  0.16
160 F -4.847 -2.187 -5.341  0.13

Atoms 1-2, force components in eV/Å:
C 1.0430 -0.8438 1.2500
C -0.0991 1.5149 -0.9069



No. 3
Formula: H4I2OSi2
Source: the OMol25 dataset
Level of theory: wB97M-V/def2-TZVPD

Calculated values
LUMO level in eV: -0.80
Energy above the lowest of the compared OMol25 structures with the same formula, charge and spin in eV: 2.719
SMILES string: I[SiH2]I.O=[SiH2]
Total energy in a.u.: -1252.02426

Last column: Löwdin charge in e.
CARTESIAN COORDINATES (ANGSTROEM)
1 I -1.108 2.273 0.260  0.37
2 Si -1.414 0.199 -0.926  -0.35
3 I -2.557 -1.625 0.274  0.36
4 H -0.123 -0.166 -1.593  -0.09
5 H -2.561 0.550 -1.612  -0.19
6 O 0.484 -0.804 1.062  -0.59
7 Si 1.942 -0.332 0.987  0.64
8 H 2.932 -0.146 1.925  -0.10
9 H 2.404 0.053 -0.377  -0.05

Atoms 1-2, force components in eV/Å:
I 0.2911 0.3517 0.4218
Si 1.1609 -1.1694 1.3589